Computed, not measured: a 2-piece molecular cluster, C5H13BN2O2 overall, with ωB97M-V/def2-TZVPD.

HOMO level	-6.886	eV
multiplicity	1
frontier orbital gap	5.41	eV
lowest unoccupied orbital energy	-1.477	eV

```
23
Properties=species:S:1:pos:R:3:forces:R:3:lowdin_charge:R:1
H -0.484988 -3.792018 0.753355 -0.03 -0.15 0.37 0.0310
H -0.132378 -0.251471 1.293354 0.07 0.05 -0.18 0.1045
C 0.535012 3.893608 0.469345 -0.14 0.35 0.09 0.0289
H 1.609212 3.921009 0.639861 -0.09 -0.11 0.03 0.1158
N 0.220979 2.734027 -0.417792 -0.52 0.83 -0.30 0.0791
C -2.150213 -2.924292 -0.860488 2.23 1.37 -0.02 -0.4470
H 0.850962 2.763605 -1.225338 -0.33 0.03 -0.17 0.1906
H 0.203468 -1.483572 -0.697078 0.59 -0.85 -0.10 0.0117
B -0.077871 -3.788953 -0.390641 0.61 0.44 0.63 -0.5783
H -0.651330 1.312372 1.965071 -0.14 0.04 -0.03 0.1013
H -1.423805 0.660697 0.487094 -0.07 -0.09 0.11 0.1055
H -0.762624 2.755462 -0.694402 0.06 0.12 -0.25 0.1890
O 1.626206 1.039696 -0.063144 -0.27 0.34 0.17 0.1891
N -1.373688 -3.719697 -1.311290 -1.77 -0.11 -0.36 0.1109
C 0.534489 1.433555 0.206158 1.46 -2.31 0.51 -0.4285
H 0.526447 -4.793870 -0.626317 0.29 -0.26 -0.13 0.0172
O -2.575168 -1.906100 -0.387600 -1.24 -0.57 -0.19 0.0138
H 0.211756 4.796219 -0.045925 0.06 0.00 0.11 0.1079
H -0.011861 3.781569 1.403744 0.08 0.00 -0.06 0.1086
C -0.486128 0.748135 1.043493 -0.20 0.34 -0.07 0.0400
H 1.584096 -2.502038 -1.400065 -0.58 0.39 0.70 0.0331
H 1.387756 -2.262608 0.420917 -0.27 -0.12 -1.11 0.0387
C 0.839672 -2.415337 -0.562312 0.20 0.29 0.28 -0.1632
```
Positions in Å, forces in eV/Å.

***

Computed, not measured: C17H29Br12ClO5P2 as an isolated structure, with ωB97M-V/def2-TZVPD.

HOMO level	-8.333	eV
multiplicity	1
frontier orbital gap	7.24	eV
lowest unoccupied orbital energy	-1.091	eV

```
66
Properties=species:S:1:pos:R:3:forces:R:3:lowdin_charge:R:1
H -6.692074 3.814598 -2.992344 -0.02 -0.04 -0.01 0.0584
C -0.959077 3.376461 -3.108428 0.20 -0.02 -0.11 -0.7197
H -5.501521 4.377865 -4.180271 0.00 -0.02 -0.04 0.0521
H -1.995944 5.234715 -2.858624 -0.02 -0.03 -0.02 0.0202
C 0.809954 8.579205 -1.928635 0.14 0.05 0.23 -0.6994
Br -0.709909 2.991266 4.036440 0.04 0.00 -0.06 0.6139
Br 0.833079 2.647375 -2.878134 -0.04 -0.02 0.05 0.5990
H 1.877414 8.759190 -2.032674 0.00 0.03 -0.05 0.0593
H -0.500537 -8.404635 -1.007449 -0.04 -0.01 0.00 0.0634
C -0.464100 -7.804193 -0.101552 0.16 -0.03 -0.24 -0.6507
O 4.936927 -4.358044 2.109716 -0.55 -0.20 1.09 0.1345
C -1.973807 2.748980 2.579344 -0.01 -0.02 0.29 -0.7019
H 1.191800 -1.338222 0.560998 -0.04 0.19 0.05 0.0073
C 3.710048 -4.937871 0.266845 0.43 0.27 -0.53 -0.3267
Br 0.477812 8.550744 -0.015997 -0.05 -0.03 -0.02 0.6095
C -1.895181 1.362886 1.999693 0.02 -0.03 -0.25 -0.6715
C -1.076261 4.759601 -2.528075 -0.14 0.02 0.12 -0.7076
Br -4.438364 3.891385 -1.986071 -0.04 0.02 -0.04 0.6764
H -0.232181 5.393621 -2.778472 0.05 -0.06 -0.02 0.0348
O 1.412690 -3.125438 -1.321146 -0.14 -0.09 0.44 -0.3592
H -1.645729 2.672731 -2.651429 -0.04 0.02 0.02 0.0196
H 1.293241 -1.979182 7.198980 -0.03 0.00 -0.02 0.0466
Br 0.875969 -0.990171 4.458139 0.06 0.06 -0.06 0.6107
C -5.647433 2.224379 -3.976826 0.02 0.00 -0.21 -0.6919
H 1.169529 -3.376243 5.019024 0.00 -0.01 0.05 0.0591
H 1.039370 -2.483276 -1.942126 -0.04 -0.25 -0.03 0.0623
Cl 5.190020 -6.902555 -1.480526 0.04 0.60 0.08 0.2380
H -2.954264 2.923931 3.016447 -0.03 -0.04 -0.03 0.0602
C 4.100748 -3.300351 1.774509 0.31 0.07 -0.20 -0.4040
H -1.762697 3.518404 1.847321 0.00 -0.01 -0.05 -0.0250
O 3.016064 -5.214634 -2.332950 0.06 0.23 0.10 -0.3835
C 0.022601 9.657399 -2.621567 -0.12 -0.08 -0.18 -0.6941
C 2.138239 -2.361254 6.636092 0.19 -0.02 0.04 -0.6982
P 3.305407 -6.142172 -1.034876 0.16 -1.49 0.21 0.4662
H -6.504284 2.023803 -4.615595 -0.01 0.03 0.00 0.0579
H 2.064759 -5.284461 -2.513003 0.16 0.12 -0.18 -0.0014
H 0.047140 10.601086 -2.087548 0.01 -0.01 0.04 0.0496
H 2.767704 -1.021522 1.236824 0.17 0.21 -0.09 0.0269
H 2.250164 -0.154268 -0.259163 0.02 0.06 0.04 0.0164
H -1.126316 3.400515 -4.182460 -0.02 0.03 0.00 0.0460
H 0.223647 -8.258368 0.604815 -0.02 0.00 0.03 0.0588
H -1.839113 0.592651 2.762465 0.01 0.02 0.04 0.0414
H -2.749692 1.171762 1.354080 -0.03 0.05 0.01 0.0573
O 4.371614 -6.565494 1.936707 0.33 -0.08 0.19 0.1676
Br 0.320830 -6.106252 -0.634384 -1.06 0.37 0.21 0.7112
Br -1.789434 -6.899658 2.271456 -0.01 0.05 -0.05 0.6119
Br -0.332801 1.139757 0.859561 -0.11 0.02 0.12 0.6395
H -5.593199 1.473767 -3.195642 -0.01 0.02 0.04 0.0501
H 0.387320 9.802753 -3.635750 0.03 -0.02 0.00 0.0568
Br -1.849732 9.162254 -2.811622 0.00 0.03 0.04 0.6007
H 2.722715 -2.646990 4.566210 0.05 0.03 0.04 0.0202
O 3.891981 -2.412088 2.532970 0.19 0.17 -0.17 0.1494
Br 3.612539 -1.128932 6.932110 -0.06 0.04 0.01 0.6090
H 2.462583 -3.307627 7.062690 -0.01 -0.02 -0.03 0.0567
H -2.351810 -8.573019 0.546096 0.03 -0.02 -0.02 0.0586
C 2.221210 -1.085015 0.300351 -0.39 -0.75 0.11 -0.2894
Br -4.086404 1.968939 -5.109899 0.03 -0.03 0.07 0.6237
C -1.844732 -7.614449 0.464867 -0.02 -0.06 0.22 -0.7017
H 0.572726 7.588850 -2.302344 -0.01 0.00 -0.04 0.0265
H -2.447670 -6.932058 -0.124333 0.02 0.00 -0.04 0.0484
C -5.714611 3.624389 -3.429523 -0.03 0.00 0.24 -0.6774
C 3.534854 -3.607176 0.405853 -0.87 -0.92 0.17 -0.2357
C 4.359447 -5.463146 1.506401 0.13 0.35 -0.90 -0.4759
C 1.831695 -2.526360 5.172172 -0.21 -0.02 -0.06 -0.6933
Br -1.187335 4.713027 -0.587037 0.09 0.13 -0.08 0.6153
P 2.822374 -2.443169 -0.772704 1.06 1.14 -0.52 0.9168
```
Positions in Å, forces in eV/Å.

***

Computed, not measured: one molecule with the formula CH3F3Si, with ωB97M-V/def2-TZVPD.

ΔE to the lowest compared entry with this formula, charge and spin	129.55	kcal per mole
HOMO level	-11.034	eV
multiplicity	1
frontier orbital gap	11.58	eV
lowest unoccupied orbital energy	0.542	eV

```
8
Properties=species:S:1:pos:R:3:forces:R:3:lowdin_charge:R:1
Si 0.629998 -0.747008 -0.024962 -0.47 0.69 -0.58 0.6554
F -1.332348 0.847559 1.203452 -0.08 0.13 0.35 0.0231
F -1.225745 0.905051 -1.026463 -0.58 -0.56 0.22 -0.0837
H 0.833340 -1.116006 1.336426 1.20 0.10 0.98 -0.0255
H 0.089652 1.790473 -0.012843 -0.31 -1.12 1.52 0.1314
C -0.484957 0.813376 0.173255 0.98 1.27 -2.75 -0.4882
F -0.049132 -2.103418 -0.470694 -0.73 -0.43 -0.69 -0.2119
H 1.539194 -0.390025 -1.178174 -0.01 -0.10 0.94 -0.0005
```
Positions in Å, forces in eV/Å.

***

Computed, not measured: C9H10N2O as an isolated structure, with ωB97M-V/def2-TZVPD.

ΔE to the lowest compared entry with this formula, charge and spin	162.13	kcal per mole
HOMO level	-7.117	eV
multiplicity	1
frontier orbital gap	6.56	eV
lowest unoccupied orbital energy	-0.555	eV

```
22
Properties=species:S:1:pos:R:3:forces:R:3:lowdin_charge:R:1
C 1.827941 0.946526 -0.749209 2.64 -6.63 3.68 -0.3430
H 2.216147 -3.509760 1.232128 1.07 -1.56 0.53 0.0785
O 4.071665 -1.515676 0.620319 -1.12 -0.63 -0.15 0.1410
C -0.654827 -0.432593 -0.052421 -0.62 -0.28 0.30 -0.3612
C -0.859813 -0.442933 -1.499076 -2.17 1.33 -2.05 -0.0152
H 0.371899 2.352746 -1.063125 2.11 0.13 -0.58 0.0578
C 1.966616 -2.641452 0.727530 -4.78 0.99 -0.17 -0.0578
H 0.059154 -0.505966 -2.010773 1.38 0.33 -0.49 0.0697
H -1.421935 0.490274 -1.819207 1.08 -0.79 0.44 0.1087
N -0.213006 -1.383374 0.625293 1.70 -2.61 0.16 0.1310
H -0.477277 -0.026952 2.705280 0.34 -0.58 -0.72 0.0730
C 2.916904 -1.701072 0.500065 2.32 3.19 -0.73 -0.3103
H 2.247983 2.665714 -1.613709 0.77 1.50 -0.84 0.0134
C 1.484830 2.102561 -1.196425 -3.67 1.19 -0.06 -0.0691
C -0.758375 0.778551 2.040792 -1.03 -0.11 -0.45 0.0852
H -0.028849 -3.388187 1.018721 0.38 0.81 0.08 0.1365
C -0.994853 0.746128 0.711767 0.24 1.85 1.56 -0.1039
C 0.531968 -2.459890 0.763864 0.76 0.04 -0.54 -0.0467
H -1.275444 1.687200 0.184612 -0.02 -1.05 0.48 0.1122
H -1.030890 1.593650 2.665712 -0.07 1.18 -0.13 0.0543
H -1.455484 -1.195107 -2.036500 -0.02 -0.54 1.18 0.0978
N 2.189574 -0.114969 -0.210913 -1.30 2.23 -1.49 0.1482
```
Positions in Å, forces in eV/Å.

***

Computed, not measured: a 2-piece molecular cluster, C4H11N2O overall, with ωB97M-V/def2-TZVPD.

ΔE to the lowest compared entry with this formula, charge and spin	109.74	kcal per mole
HOMO level	-13.963	eV
total charge	+1
multiplicity	1
frontier orbital gap	9.79	eV
lowest unoccupied orbital energy	-4.175	eV

```
18
Properties=species:S:1:pos:R:3:forces:R:3:lowdin_charge:R:1
H 1.704464 1.127857 1.142836 2.35 1.13 0.19 0.0590
H -1.831700 1.733632 1.346222 -0.49 -0.96 -1.44 0.1237
H -0.050214 -3.108212 -1.531898 0.30 0.66 1.42 0.1493
C 0.047856 -2.562442 -0.529991 -0.50 1.04 -4.94 0.1238
C 0.743203 0.845939 1.361477 -2.20 -2.55 2.51 -0.0971
H 0.372474 0.976898 2.448817 0.57 0.97 -1.77 0.1311
H -1.732045 -0.017586 0.455506 -0.21 2.75 0.20 0.1303
O 1.436460 0.102539 -1.529987 0.68 0.06 -0.64 0.1414
H 0.191145 -3.038272 0.326500 0.07 -2.71 3.57 0.0565
N -0.090796 1.299273 0.280456 -0.46 -1.62 -0.41 -0.1729
C 0.222729 -0.225158 -1.177931 0.53 -0.14 2.10 -0.2393
N 0.048681 -1.317765 -0.430247 0.24 1.36 -0.55 0.0748
H 0.148292 2.209136 -0.093485 0.34 -0.04 0.13 0.1491
C -1.559399 1.164619 0.397125 1.95 -2.27 3.07 -0.0498
H 0.810253 -0.300259 1.454891 -0.39 1.26 -0.94 0.1033
H -1.874847 1.548480 -0.511175 -1.62 0.84 -1.39 0.0572
H -0.474842 0.279725 -1.721533 -2.51 0.81 -1.11 0.1249
H 1.888287 -0.718403 -1.687582 1.31 -0.58 0.01 0.1348
```
Positions in Å, forces in eV/Å.

***

Computed, not measured: one molecule with the formula C15H18N2OS, with ωB97M-V/def2-TZVPD.

ΔE to the lowest compared entry with this formula, charge and spin	19.74	kcal per mole
HOMO level	-8.113	eV
multiplicity	1
frontier orbital gap	8.77	eV
lowest unoccupied orbital energy	0.659	eV

```
37
Properties=species:S:1:pos:R:3:forces:R:3:lowdin_charge:R:1
H 1.514550 2.763480 -1.180276 -0.05 0.05 -0.10 0.0875
H 0.202224 4.093923 0.351751 0.02 0.10 0.04 0.0785
H 2.062912 1.621884 1.609106 -0.12 -0.11 -0.13 0.1565
N 0.378707 0.188503 -0.824536 -0.17 0.24 -0.29 0.1389
C -0.752540 -2.333308 1.696680 -0.17 -0.18 -0.10 -0.1717
C 2.141030 2.597815 -0.306734 -0.05 -0.01 0.23 -0.0371
C 0.175586 -3.208456 -2.263077 -0.11 0.01 -0.06 -0.0816
H 1.593648 -2.199279 -1.011492 0.04 0.01 0.02 0.1019
N 0.074747 2.127148 1.039382 0.09 0.14 -0.02 -0.1939
C -1.726439 -1.926236 -2.945472 -0.03 0.03 0.00 -0.0932
C -1.246107 -0.839762 -2.241316 0.10 0.04 0.00 -0.0586
O 2.259767 -0.524685 0.271723 0.28 -0.17 0.03 0.0727
C 1.431327 1.693804 0.705377 0.12 -0.05 -0.07 -0.2887
C -0.108990 -1.166821 2.170462 -0.12 0.32 0.10 -0.1332
H 0.298787 1.391519 3.023678 -0.10 0.05 -0.06 0.1346
C -1.918563 -2.065548 1.061440 -0.18 0.29 -0.01 -0.4001
H -0.355887 -3.324086 1.823321 0.05 -0.20 -0.01 0.1057
C -1.018660 -3.116881 -2.957357 -0.05 -0.17 -0.05 -0.1035
H 0.607497 3.916238 2.076370 0.02 0.05 0.03 0.0972
C -0.433808 1.387575 2.197660 -0.06 0.02 0.00 -0.2030
C -0.787983 -0.025844 1.879051 -0.45 -0.19 0.12 -0.5219
H 2.409456 3.555204 0.131995 0.01 0.09 -0.01 0.0757
H -0.268070 0.970669 -0.810145 0.13 -0.15 0.14 0.1309
H -2.602502 -2.747988 0.598201 -0.10 -0.21 -0.10 0.0657
H -1.396721 -3.967095 -3.505118 -0.03 -0.07 -0.05 0.0966
H 3.056301 2.104358 -0.626986 0.05 -0.01 -0.02 0.0917
C 1.401536 0.302701 0.057981 -0.04 0.31 0.05 -0.4712
H -2.659156 -1.843924 -3.484072 -0.07 0.02 -0.05 0.1013
H 0.733042 -4.133450 -2.269230 0.06 -0.07 0.00 0.1025
H -1.336250 1.901156 2.539995 0.13 0.02 0.06 0.1146
S -2.261096 -0.381823 1.029159 0.40 -0.18 0.34 1.0353
C 0.667895 -2.126599 -1.556572 0.18 0.01 0.08 -0.0171
C -0.047018 -0.933295 -1.537150 0.07 -0.26 -0.18 -0.2397
H -1.803625 0.086346 -2.222926 -0.05 0.10 0.00 0.1068
H -1.074723 3.785804 1.521134 0.01 0.04 0.01 0.0866
C -0.041198 3.557073 1.264713 0.00 0.03 -0.05 -0.0861
H 0.830324 -1.180119 2.693277 0.20 0.07 0.08 0.1194
```
Positions in Å, forces in eV/Å.

***

Across the entries above, F_max takes the values 2.8 1.6 3.2 8.0 5.1 0.6 eV/A, respectively.